(1)
The following is a quantum chemistry calculation of a structure of composition C17H28MnN5O6S, from the OMol25 dataset.

Values from the calculation:
* total charge: -1
* calculated total energy: -79978.66158 eV
* frontier orbital gap (alpha / beta): 7.242 / 6.826 eV
* expectation value of S²: 0.776
* multiplicity: 2
* highest occupied orbital energy (alpha / beta): -0.1671 / -0.1518 hartree

```
58
C17H28MnN5O6S wB97M-V/def2-TZVPD
Mn -0.18241 -0.09116 0.30129
C 2.99625 1.34305 0.43537
C 3.10971 -0.18740 0.46195
N 2.07801 -0.82725 -0.33554
C 2.38584 -1.06129 -1.73713
C 2.46036 0.20224 -2.59071
S 0.95073 1.21585 -2.58568
C 1.53377 2.76875 -1.84689
C 1.31538 2.95697 -0.33950
N 1.61426 1.77231 0.43049
H 3.56960 1.74887 1.28233
H 3.47404 1.73760 -0.46275
H 4.12199 -0.47976 0.13837
H 2.96467 -0.52418 1.48439
H 1.78819 -1.69256 0.10310
H 3.35276 -1.58348 -1.85122
H 1.60442 -1.70850 -2.12767
H 3.29793 0.83484 -2.29783
H 2.64833 -0.10636 -3.62086
H 2.58675 2.87169 -2.11535
H 1.00897 3.57070 -2.36808
H 1.92066 3.83142 -0.03986
H 0.26787 3.19404 -0.16188
H 1.20224 1.77224 1.35525
C -3.28602 0.56039 2.43623
C -3.19978 -0.55546 1.46075
N -2.11614 -0.92999 0.81247
C -2.48765 -1.94154 -0.02771
C -3.81778 -2.20705 0.12644
N -4.25111 -1.31635 1.07709
C -4.76399 -3.16960 -0.47550
O -4.26920 -3.98964 -1.37546
O -5.93053 -3.16336 -0.13589
C -1.49427 -2.45426 -1.00948
O -1.81096 -3.42482 -1.72963
O -0.40583 -1.82054 -1.01539
H -2.31445 1.04512 2.48045
H -3.56004 0.20282 3.43111
H -4.01969 1.29651 2.10543
H -5.21261 -1.24839 1.36911
H -3.27426 -3.81371 -1.52841
O -3.38913 2.70285 -0.48209
C -2.35726 2.11893 -0.29274
N -1.33312 1.55970 -0.10193
C 1.89265 -1.23071 3.85315
C 0.54064 -0.66282 3.39359
C 0.20040 0.56342 4.25374
C -0.53215 -1.74317 3.60150
O 0.63656 -0.28729 2.06776
H 1.85851 -1.58214 4.88797
H 2.66885 -0.46488 3.77909
H 2.17197 -2.06892 3.21102
H 0.13095 0.32067 5.31799
H -0.75241 0.98548 3.93070
H 0.97164 1.32629 4.12205
H -0.57581 -2.08296 4.64024
H -0.31647 -2.59936 2.95904
H -1.51033 -1.35737 3.32139
```

Mulliken population analysis, charges in e, atoms 1 to 6: 0.298 -0.991 -0.576 0.219 -0.961 -0.638



(2)
The following is a quantum chemistry calculation of a structure of composition C17H28N12O3PRhS3, from the OMol25 dataset.

Values from the calculation:
* total charge: -2
* calculated total energy: -86912.05283 eV
* frontier orbital gap (alpha / beta): 6.209 / 6.287 eV
* expectation value of S²: 6.015
* multiplicity: 5
* highest occupied orbital energy (alpha / beta): -0.0704 / -0.0961 hartree

```
65
C17H28N12O3PRhS3 wB97M-V/def2-TZVPD
Rh -1.51192 2.14459 -0.16194
N -4.85241 1.46887 0.23738
C -4.54253 2.81170 0.40954
N -5.43457 3.69494 0.81880
N -4.75417 4.86853 0.85307
N -3.52853 4.68300 0.47677
N -3.35942 3.36826 0.19033
C -4.15381 0.57836 -0.54031
N -4.64172 -0.60241 -0.87325
N -3.70306 -1.13671 -1.69616
N -2.70497 -0.33756 -1.82553
N -2.95316 0.79335 -1.09983
H -5.79996 1.21621 0.44502
S 2.10806 4.24166 -2.41245
C 0.83066 3.60951 -1.54444
S 1.01389 2.69626 -0.12263
S -0.82924 3.86674 -1.90969
O -0.51850 -0.32680 0.03544
P 0.81637 -0.91890 -0.24358
N 0.84657 -2.62028 -0.30522
C 0.22922 -3.26162 0.89197
C -1.01125 -4.04118 0.38235
C -1.19470 -3.57657 -1.06890
C 0.24523 -3.27660 -1.48518
N 1.83255 -0.67543 1.03798
C 1.36925 0.02069 2.26668
C 2.66086 0.56943 2.86776
C 3.70973 -0.45722 2.42031
C 3.29193 -0.74135 0.97941
N 1.45725 -0.50843 -1.69859
C 0.60701 0.02206 -2.79418
C 1.59448 0.21957 -3.93607
C 2.61122 -0.90720 -3.71350
C 2.77969 -0.90892 -2.19120
H -0.04954 -2.49934 1.61809
H 0.94144 -3.93593 1.37414
H -1.89169 -3.85222 0.99865
H -0.80222 -5.11468 0.40114
H -1.77971 -2.65723 -1.11717
H -1.67695 -4.33144 -1.69450
H 0.32023 -2.63976 -2.36303
H 0.78670 -4.20859 -1.69455
H 0.90399 -0.70083 2.94854
H 0.63392 0.78719 2.05236
H 2.59483 0.67783 3.95042
H 2.87807 1.54494 2.42662
H 3.62314 -1.36806 3.02211
H 4.73671 -0.09332 2.48321
H 3.62467 -1.71744 0.61408
H 3.69960 0.03524 0.32207
H 0.10544 0.93453 -2.50408
H -0.17836 -0.68457 -3.06859
H 2.09450 1.18242 -3.82770
H 1.10542 0.18275 -4.91049
H 3.56021 -0.73003 -4.22309
H 2.20599 -1.86645 -4.05517
H 3.53856 -0.17218 -1.90534
H 3.07187 -1.88697 -1.79594
C -1.03812 2.10193 4.34888
C -0.77952 2.71662 2.96466
O -0.04184 3.69889 2.88668
O -1.39590 2.10035 2.01131
H -0.09960 2.08551 4.90723
H -1.45204 1.09657 4.25663
H -1.74990 2.73773 4.88264
```

Mulliken population analysis, charges in e, atoms 1 to 6: 0.676 -0.093 0.381 -0.575 -0.588 -0.517



(3)
The following is a quantum chemistry calculation of the molecule C17H28N2O3, from the OMol25 dataset.

Values from the calculation:
* structure (SMILES): CCOc1ccc(C(=O)NC[C@H](C)CN(C)C)cc1OCC
* total charge: 0
* calculated total energy: -27205.97787 eV
* frontier orbital gap: 8.899 eV
* highest occupied orbital energy: -0.2997 hartree

```
50
C17H28N2O3 wB97M-V/def2-TZVPD
C -5.30043 -2.76441 -0.45582
C -4.76181 -2.28752 0.89046
O -4.21843 -0.98592 0.82947
C -3.00118 -0.78501 0.26211
C -2.13045 -1.77252 -0.16930
C -0.89312 -1.44971 -0.70784
C -0.50957 -0.12474 -0.82933
C 0.78695 0.31499 -1.41645
O 0.93167 1.40796 -1.93270
N 1.79270 -0.59348 -1.34457
C 3.12905 -0.28752 -1.79642
C 4.02328 0.30451 -0.69594
C 5.36557 0.72169 -1.28664
C 4.23274 -0.70984 0.43518
N 5.14160 -0.22246 1.45968
C 4.53471 0.79329 2.29395
C 5.66237 -1.30563 2.26626
C -1.38844 0.87887 -0.41589
C -2.61939 0.57316 0.12969
O -3.53085 1.47883 0.56374
C -3.23355 2.85521 0.43376
C -4.42910 3.63344 0.96038
H -4.50464 -2.82475 -1.19411
H -5.75461 -3.74518 -0.34339
H -6.05036 -2.06591 -0.81774
H -5.58338 -2.20146 1.60716
H -4.02882 -2.99867 1.29251
H -2.40208 -2.81350 -0.09344
H -0.25984 -2.25037 -1.06036
H 1.66661 -1.41862 -0.78326
H 3.02506 0.44758 -2.59818
H 3.58085 -1.19863 -2.19975
H 3.51188 1.18850 -0.30584
H 5.22966 1.50582 -2.02682
H 6.01538 1.08493 -0.49629
H 5.84824 -0.12819 -1.76447
H 3.25592 -0.98760 0.87443
H 4.67783 -1.61176 0.00411
H 5.26954 1.14212 3.01812
H 3.65325 0.41977 2.84094
H 4.23049 1.63880 1.68199
H 6.37503 -0.90181 2.98406
H 4.87675 -1.84416 2.82124
H 6.18419 -2.01486 1.62513
H -1.06652 1.89934 -0.54742
H -2.33289 3.10325 1.01266
H -3.05075 3.10440 -0.62047
H -5.31645 3.38040 0.38700
H -4.24154 4.70029 0.87875
H -4.60725 3.37876 2.00141
```

Mulliken population analysis, charges in e, atoms 1 to 6: -1.098 -0.434 -0.509 1.082 -0.393 -1.384



(4)
The following is a quantum chemistry calculation of a structure of composition C17H28N5O4PS in a non-equilibrium geometry, from the OMol25 dataset.

Values from the calculation:
* total charge: 0
* calculated total energy: -53845.97214 eV
* frontier orbital gap: 7.299 eV
* highest occupied orbital energy: -0.2905 hartree

```
56
C17H28N5O4PS wB97M-V/def2-TZVPD
C 4.35944 1.05948 3.77985
N 3.58198 -0.00901 3.07036
C 4.46469 -0.44197 1.92664
C 2.35381 0.57241 2.59867
O 2.05929 1.69388 2.97492
C 1.37226 -0.18753 1.60430
C 0.08500 0.72313 1.50928
C 0.19425 1.84632 0.49048
C -0.97412 2.75455 0.41370
C -2.19618 2.57729 1.26964
N -3.32810 3.37602 1.28819
S -4.26227 2.64434 2.46208
N -3.35982 1.35314 3.03137
C -2.20901 1.42098 2.25138
C -1.04721 0.47998 2.36488
P -0.99465 -0.95283 3.57545
C -2.70652 -1.74010 3.39024
O -0.88243 -0.40574 5.17247
H 5.37746 0.68656 4.08484
H 3.84856 1.38798 4.72214
H 4.55796 1.92569 3.08072
H 4.62435 -1.55999 1.93422
H 5.49640 -0.00505 2.03622
H 3.98689 -0.09350 0.97389
H 1.12643 -1.21812 1.96764
H 1.85881 -0.30688 0.59538
H 1.10538 1.95948 -0.14006
H -0.94172 3.62055 -0.29281
H -2.61696 -2.75910 2.93325
H -3.34733 -1.12490 2.69727
H -3.24524 -1.80634 4.36908
H -0.04818 0.08220 5.31226
C -1.65070 0.54259 -4.13432
C -1.45836 1.69890 -3.19075
O -0.76809 1.60328 -2.18277
N -2.07798 2.87532 -3.48306
C -2.92722 3.18358 -4.61523
H -1.09615 -0.31845 -3.75992
H -2.70733 0.27458 -4.19217
H -1.27161 0.79895 -5.12642
H -1.90225 3.60165 -2.80511
H -2.48123 4.01287 -5.16828
H -3.90550 3.49270 -4.24137
H -3.04792 2.33193 -5.27856
C 0.72248 -3.72222 -3.95145
C -0.16837 -2.93355 -3.02729
O -1.09081 -2.24494 -3.44259
N 0.07764 -3.00224 -1.69256
C 1.11053 -3.75254 -1.00719
H 0.40190 -3.56570 -4.97942
H 1.75648 -3.38555 -3.85595
H 0.65111 -4.78760 -3.72482
H -0.55932 -2.44758 -1.13837
H 0.63276 -4.44463 -0.31111
H 1.73022 -3.05319 -0.44172
H 1.73652 -4.31112 -1.69751
```

Mulliken population analysis, charges in e, atoms 1 to 6: -0.974 -0.030 -0.765 0.442 -0.517 -1.290



(5)
The following is a quantum chemistry calculation of a structure of composition C17H28N6O6PbSe in a non-equilibrium geometry, from the OMol25 dataset.

Values from the calculation:
* total charge: 0
* calculated total energy: -109893.86180 eV
* frontier orbital gap (alpha / beta): 6.878 / 6.149 eV
* highest occupied orbital energy (alpha / beta): -0.2625 / -0.2625 hartree

```
59
C17H28N6O6PbSe wB97M-V/def2-TZVPD
O 0.19404 -1.10050 -4.77879
H -0.37039 -1.39083 -5.52340
Pb 0.79783 0.28120 -2.04222
N 2.03026 -1.91992 -2.23947
N -0.10600 -2.07635 -0.83040
N 0.82219 2.78982 -1.55231
N -0.95825 1.19838 -0.28647
O 3.06901 -1.66729 -2.89978
O 1.75009 3.49552 -2.11435
O -1.64105 0.40540 0.58358
O -1.05122 -2.20120 0.04862
C 0.23053 -3.23153 -1.46389
C 1.40048 -3.12401 -2.27189
C 0.02427 3.36478 -0.64619
C -0.94774 2.49852 0.01999
C 2.00170 -4.14282 -3.14382
H 1.86830 -3.89622 -4.21142
H 1.53624 -5.10636 -2.96398
H 3.08141 -4.23946 -2.95617
C -0.59784 -4.48153 -1.43853
H -1.45241 -4.35087 -2.13428
H -0.99289 -4.61528 -0.41707
H -0.01484 -5.37506 -1.74916
C 0.27268 4.77397 -0.29361
C -1.77875 3.08940 1.10380
H 0.91301 5.18446 -1.07355
H 0.81442 4.84175 0.65306
H -0.64540 5.34995 -0.21439
H -2.45111 2.31630 1.49433
H -2.36028 3.94905 0.72733
H -1.13403 3.47131 1.91572
H 1.88914 2.46570 -3.45141
H -1.38894 -0.55162 0.35675
C -1.92690 -0.03573 -4.32950
H -1.94239 -0.30215 -5.40489
H -1.90661 1.04881 -3.93844
H -2.19504 -0.71240 -3.43645
O 1.64746 1.49047 -3.79818
H 1.11681 -1.17089 -5.17478
H 1.14242 1.42589 -4.66418
C 1.42664 2.13955 3.16010
N 0.80759 0.82301 3.09698
C 0.98278 -0.08047 2.07182
Se 2.18154 0.16892 0.67659
N 0.15089 -1.13710 2.38629
C -0.48256 -0.93326 3.61136
C -1.26582 -1.77411 4.39610
C -1.65774 -1.27036 5.64674
C -1.30611 0.02541 6.06788
C -0.51223 0.85213 5.26730
C -0.09967 0.33266 4.04553
H 1.37789 2.48847 4.20470
H 0.89547 2.85402 2.50082
H 2.46766 2.04143 2.81828
H -0.07945 -1.85262 1.68754
H -1.51580 -2.76584 4.01650
H -2.25825 -1.89473 6.30128
H -1.64472 0.37562 7.04203
H -0.20832 1.85861 5.54194
```

Mulliken population analysis, charges in e, atoms 1 to 6: -0.416 0.244 1.120 0.352 0.808 0.699



(6)
The following is a quantum chemistry calculation of a structure of composition C17H28NO2P2SeTi in a non-equilibrium geometry, from the OMol25 dataset.

Values from the calculation:
* total charge: +1
* calculated total energy: -130701.04410 eV
* frontier orbital gap (alpha / beta): 6.537 / 7.838 eV
* expectation value of S²: 2.019
* multiplicity: 3
* highest occupied orbital energy (alpha / beta): -0.3528 / -0.4198 hartree

```
52
C17H28NO2P2SeTi wB97M-V/def2-TZVPD
Ti 1.06976 -0.36806 -0.33471
P -0.62743 1.17014 -1.63162
C 0.68485 2.51253 -1.28963
C 0.85394 2.69480 0.15344
N 0.93017 1.51615 0.85757
C 1.05028 1.51130 2.20042
C 1.32298 2.71030 2.85996
C 1.41610 3.89511 2.12212
C 1.19073 3.89280 0.75592
C 1.00161 0.17006 2.94999
P 1.38026 -1.22286 1.89062
H 1.32786 4.77499 0.14915
H 1.52489 2.64397 3.92038
H 1.69529 4.82068 2.66051
H 1.70514 0.22440 3.79264
H -0.00846 0.04399 3.39173
H 1.62606 2.02833 -1.71762
H 0.53236 3.45691 -1.81902
H 4.30242 -2.51744 -1.48919
O 2.48800 0.38923 -1.07166
H 3.23259 0.84465 -0.71280
H 1.57806 -1.77868 -1.12208
O 3.38148 -2.89809 -1.32719
H 3.11138 -3.01172 -2.32095
C 3.10196 -1.62264 2.25464
H 3.20597 -1.92068 3.29842
H 3.44453 -2.41736 1.56808
H 3.71750 -0.75252 2.07055
C 0.38559 -2.59132 2.61256
H 0.12903 -3.34006 1.82964
H 0.96923 -3.06013 3.43537
H -0.56214 -2.14954 2.99832
C -2.11912 1.98326 -1.18608
H -2.51999 2.68518 -1.93760
H -2.84261 1.18541 -1.02710
H -1.97169 2.51840 -0.24857
C -0.62680 1.02392 -3.44972
H -1.17880 0.09457 -3.65416
H -1.12540 1.86475 -3.95475
H 0.40629 0.91662 -3.81431
Se 0.16436 -2.47325 -1.03241
C -1.97653 -2.05399 -1.06228
C -2.64536 -1.49412 0.02974
C -4.02749 -1.20346 -0.04259
C -4.73760 -1.52886 -1.21342
C -4.08275 -2.12815 -2.29387
C -2.68193 -2.37866 -2.21547
H -2.07592 -1.33193 0.95131
H -4.57061 -0.73299 0.76730
H -5.83477 -1.34847 -1.30295
H -4.58413 -2.39728 -3.21530
H -2.13116 -2.85017 -3.03332
```

Mulliken population analysis, charges in e, atoms 1 to 6: -0.437 1.265 -1.300 0.590 0.491 0.469



The lowest total charge belongs to which entry? C17H28N12O3PRhS3